Molecular formula: CHCl2NO2
Method: DFT, ωB97M-V with the def2-TZVPD basis set

Orbital gap (alpha / beta), eV: 9.2 / 5.7

Structure (ORCA input):
```
! wB97M-V def2-TZVPD RIJCOSX def2/J DEFGRID3
* xyz 0 1
C 0.53208 0.50219 -0.11080
N 0.97238 -0.83214 0.05455
O 2.17922 -0.98620 0.05340
O 0.13319 -1.69958 0.17691
Cl -4.03509 0.94082 0.30070
Cl -1.06958 0.79763 -0.37816
H 1.28779 1.27728 -0.09660
*
```